{"formula": "C15H23NO4", "method": "the ωB97M-V functional and the def2-TZVPD basis", "species": ["C", "C", "C", "H", "C", "H", "H", "H", "O", "H", "H", "H", "C", "H", "O", "H", "C", "H", "C", "C", "O", "C", "C", "N", "H", "H", "H", "C", "C", "H", "C", "H", "H", "H", "C", "O", "H", "H", "C", "H", "H", "H", "H"], "xyz": [[-0.0532, -0.3299, -0.5368], [4.7772, -3.8483, -3.3101], [-2.2377, 4.0060, 2.8616], [4.9285, -4.7480, -2.7175], [1.2690, -2.7706, -1.9939], [0.3234, -3.3155, -2.0604], [-0.5998, -2.3474, -0.0088], [0.4545, -1.5318, 1.1521], [0.2685, 1.3896, 1.5029], [4.0789, -2.6489, -1.6754], [-0.2942, -0.4330, -1.5963], [1.1907, -1.8861, -2.6290], [3.7278, -2.9531, -2.6624], [0.8047, 0.3360, -0.4160], [-1.2682, 4.8850, 2.6713], [-2.2325, 6.6080, 3.2963], [-1.6590, 6.2337, 2.4459], [-0.7395, 6.7995, 2.3243], [-1.7215, 2.6032, 3.0577], [0.2680, -1.6892, 0.0880], [-3.4156, 4.2986, 2.8695], [-3.3212, 1.4184, 1.4737], [-2.0406, 1.7230, 1.8671], [-1.1752, 0.2967, 0.1354], [-2.5362, -0.7162, -1.0425], [1.7413, -3.2390, 0.0444], [-2.1839, 2.1910, 3.9600], [-0.8942, 1.1599, 1.1980], [2.3838, -3.6669, -2.5345], [4.4631, -4.1463, -4.3083], [-2.4362, -0.0235, -0.2197], [3.5999, -2.0506, -3.2646], [-0.6366, 2.6221, 3.1684], [-2.2755, 6.3038, 1.5476], [-3.5155, 0.5023, 0.4034], [-4.4317, 1.9122, 2.0400], [-4.5199, 0.2549, 0.1095], [2.3359, -1.6627, -0.4777], [1.4926, -2.3511, -0.5412], [5.7284, -3.3274, -3.3912], [2.4977, -4.5356, -1.8818], [2.0886, -4.0337, -3.5209], [-4.2345, 2.7108, 2.5721]], "forces_ev_per_angstrom": [[0.401, -0.349, 0.022], [-0.065, 0.222, 0.107], [0.058, -0.331, 0.161], [0.054, -0.123, 0.027], [0.225, -0.212, 0.164], [-0.096, 0.061, -0.023], [-0.046, -0.032, 0.038], [-0.090, 0.019, 0.030], [0.371, 0.024, 0.124], [0.002, 0.114, 0.021], [-0.014, 0.072, 0.039], [-0.087, 0.034, -0.088], [-0.056, -0.327, -0.056], [-0.131, -0.081, -0.127], [0.319, -0.138, 0.015], [0.063, -0.008, -0.082], [-0.321, 0.352, -0.047], [-0.038, -0.055, 0.009], [0.042, -0.048, -0.162], [0.241, 0.186, -0.071], [-0.130, 0.111, -0.012], [0.411, -0.058, -0.063], [-0.140, 0.266, 0.270], [0.083, 0.164, 0.043], [0.025, -0.036, -0.042], [0.103, -0.011, 0.026], [0.007, 0.109, 0.000], [-0.326, -0.021, -0.112], [-0.038, 0.384, -0.061], [0.005, -0.064, -0.109], [-0.556, 0.128, 0.107], [-0.015, 0.098, 0.047], [-0.163, -0.033, 0.071], [0.062, 0.009, 0.072], [-0.085, -0.054, -0.022], [0.007, -0.112, 0.027], [-0.093, -0.077, -0.116], [0.115, -0.009, 0.075], [-0.339, 0.013, -0.125], [0.132, -0.032, -0.046], [-0.015, -0.102, -0.004], [0.026, -0.096, -0.016], [0.091, 0.042, -0.109]], "energy_ha": -941.13129, "total_charge": 0, "smiles": "CCCCCCCn1ccc(O)c(CC(=O)OC)c1=O", "orbital_gap_ev": 9.0, "relative_energy_ev": 0.721}

***

{"formula": "C15H24AsF3N2OPdS", "method": "the ωB97M-V functional and the def2-TZVPD basis", "species": ["H", "H", "H", "C", "H", "H", "C", "Pd", "C", "C", "H", "H", "H", "H", "C", "H", "As", "H", "C", "H", "C", "C", "C", "H", "C", "H", "H", "C", "H", "C", "C", "H", "H", "H", "O", "H", "C", "F", "N", "N", "S", "F", "C", "H", "H", "H", "F", "H"], "xyz": [[2.7155, 3.1076, -2.3536], [-1.1971, 4.1770, -3.7166], [1.0031, 0.5151, -1.3967], [1.6835, 1.4123, -3.2119], [1.3589, 1.1369, -4.2195], [-1.5841, 3.1931, 1.1042], [0.7314, 3.7511, -2.8821], [-0.0734, 0.9343, 0.9533], [1.9804, 2.9142, -3.1377], [-1.0708, 2.0252, -3.5713], [-2.7889, -2.6002, 0.6123], [-1.3690, -0.6426, 3.9662], [-1.7706, -1.9343, -0.6965], [-1.4876, 3.8389, 3.5068], [0.0603, -2.7322, 1.8496], [2.7896, 4.0013, 3.1076], [-0.9711, -1.1371, 1.5373], [-2.8639, -0.3968, 3.0460], [-0.6127, 1.3203, -2.3117], [-2.1525, 2.1046, -3.4867], [-0.6277, 3.3336, 1.6053], [-0.4249, 3.4137, -3.8184], [1.8023, 3.8277, 2.7059], [0.6368, -2.9567, 0.9563], [-0.5798, 3.7367, 2.9293], [-0.8641, 1.3590, -4.4126], [-0.6186, -3.5493, 2.1008], [-2.0019, -1.0490, 3.1798], [0.4108, 3.6047, -1.8474], [0.7551, 4.4104, 4.9243], [0.6673, 3.9961, 3.4784], [-0.0810, 3.4666, -4.8547], [0.9822, 4.8102, -2.9742], [2.5112, 3.1965, 0.7758], [-1.3938, 1.0290, -1.4029], [-2.3397, -2.0492, 3.4504], [-2.2804, -1.7109, 0.2384], [0.4867, 3.3771, 5.7397], [0.4581, 3.1973, 0.8306], [0.6894, 0.9752, -2.2522], [1.8389, -0.1255, 0.9935], [1.9693, 4.8726, 5.2467], [1.6483, 3.4032, 1.3953], [0.7605, -2.5378, 2.6576], [-2.9943, -0.9102, 0.0583], [2.4430, 3.2159, -4.0823], [-0.1346, 5.3762, 5.2103], [2.5877, 0.8355, -3.0190]], "forces_ev_per_angstrom": [[-0.022, -0.012, 0.047], [0.005, 0.001, 0.038], [0.028, 0.067, 0.038], [0.022, -0.096, -0.022], [-0.040, 0.061, 0.012], [0.035, -0.093, 0.041], [0.015, 0.015, 0.074], [-0.744, -0.214, -0.219], [0.069, -0.003, -0.054], [-0.063, 0.008, -0.010], [-0.022, 0.007, -0.039], [0.002, -0.038, 0.010], [0.007, 0.017, 0.005], [0.001, 0.019, 0.016], [-0.035, -0.074, -0.053], [-0.010, 0.000, 0.027], [0.532, 0.275, 0.017], [0.019, 0.007, -0.008], [0.266, -0.300, 0.148], [0.015, 0.033, -0.024], [-0.190, 0.405, -0.079], [-0.069, -0.048, -0.056], [0.026, -0.007, -0.008], [-0.022, -0.012, 0.005], [0.140, -0.035, 0.004], [0.008, -0.013, 0.012], [0.029, -0.008, 0.004], [-0.063, 0.044, -0.026], [-0.004, 0.027, 0.034], [0.032, -0.020, -0.050], [-0.107, -0.004, 0.003], [0.008, 0.030, 0.000], [0.003, -0.011, -0.038], [-0.006, 0.005, -0.002], [-0.227, 0.234, -0.016], [-0.022, 0.010, 0.026], [-0.046, -0.072, 0.006], [-0.005, -0.021, 0.019], [0.097, 0.037, 0.080], [-0.098, 0.019, -0.046], [0.431, -0.301, 0.068], [0.023, 0.007, 0.005], [-0.012, 0.000, 0.005], [-0.020, -0.005, 0.016], [0.021, 0.009, -0.006], [0.014, 0.001, 0.002], [-0.023, 0.024, 0.002], [0.003, 0.024, -0.006]], "energy_ha": -3832.16512, "total_charge": 0, "orbital_gap_ev": 6.3, "relative_energy_ev": 1.114}

***

{"formula": "C15H24Br2N2O5S", "method": "the ωB97M-V functional and the def2-TZVPD basis", "species": ["O", "H", "H", "H", "C", "H", "C", "Br", "H", "N", "H", "H", "C", "H", "O", "H", "H", "C", "H", "H", "O", "H", "C", "C", "H", "O", "C", "H", "H", "C", "C", "C", "Br", "C", "C", "H", "H", "O", "H", "N", "H", "C", "H", "H", "H", "C", "H", "S", "C"], "xyz": [[0.2603, -2.7495, -2.1316], [-2.8079, -3.1858, -1.1660], [0.8389, 2.6554, -0.6758], [0.4785, -0.6630, 0.6595], [2.0305, 1.5860, 3.6914], [-1.1789, -0.0104, -1.5923], [3.2166, -0.0508, -2.0320], [3.0419, 2.1837, 0.8374], [-3.4738, 0.0050, 1.1031], [-1.1300, -2.1675, -0.3624], [-2.6755, -1.4786, -1.6345], [1.3892, 1.4775, 4.5644], [-2.4606, 0.3901, 1.2357], [-0.0509, -0.3575, -2.9044], [-0.7262, 2.6395, 1.2516], [2.3404, 1.8791, -1.9444], [-4.1110, 1.6966, -0.4408], [1.5623, 0.6771, 2.5955], [1.5774, 0.8193, -3.1046], [-3.1841, -1.8951, 0.0105], [2.0845, -2.7112, 0.2805], [-0.4259, 2.0788, -1.7533], [-0.7845, -3.4122, 0.3349], [0.8454, 0.5077, -1.0984], [0.0388, -3.2426, 1.0261], [3.8165, -0.9920, 0.6500], [-0.9047, 1.9452, 0.2872], [-0.5315, -4.2186, -0.3576], [-1.7766, -0.4570, 1.2893], [-0.1918, -0.4178, -1.8256], [-3.2082, 2.2224, -0.1299], [1.9900, 0.8565, -2.0965], [0.5073, -0.7763, 3.2129], [-0.2820, -1.8951, -1.4841], [-2.5328, -2.1852, -0.8160], [-3.4241, 2.7701, 0.7962], [3.6457, -0.1880, -3.0229], [2.8517, -1.3695, -1.5727], [3.0485, 1.3283, 3.9925], [-2.1406, 1.2278, 0.0726], [4.0033, 0.3571, -1.3956], [1.3363, -0.1400, 0.2315], [-2.9121, 2.9411, -0.8954], [-1.6512, -3.7190, 0.9245], [1.9820, 2.6260, 3.3693], [1.8443, 0.7907, 1.3031], [-2.4393, 0.9614, 2.1710], [2.6257, -1.4273, -0.0133], [0.1167, 1.8570, -0.8244]], "forces_ev_per_angstrom": [[0.157, -0.063, 0.080], [-0.003, 0.063, -0.068], [-0.031, -0.051, 0.170], [0.123, -0.161, -0.055], [-0.260, -0.081, 0.116], [0.090, -0.023, -0.023], [0.101, 0.192, -0.285], [0.129, 0.037, -0.107], [0.070, 0.017, -0.013], [0.273, -0.268, -0.220], [-0.076, -0.007, 0.076], [0.027, -0.024, -0.034], [-0.208, 0.113, 0.087], [0.117, 0.054, 0.049], [0.026, -0.068, 0.161], [-0.063, -0.060, 0.064], [0.028, 0.070, -0.096], [0.045, 0.148, 0.198], [-0.061, 0.019, 0.046], [-0.024, -0.139, -0.110], [0.118, 0.061, -0.136], [0.044, 0.047, 0.043], [-0.346, -0.103, 0.286], [0.021, 0.036, -0.239], [-0.017, -0.059, -0.199], [-0.042, -0.012, -0.072], [0.106, -0.014, -0.070], [0.028, 0.042, 0.011], [-0.007, 0.112, 0.022], [-0.482, -0.140, -0.010], [0.048, -0.115, 0.120], [0.157, -0.021, 0.035], [-0.010, -0.078, 0.039], [-0.052, 0.091, -0.030], [0.097, 0.186, 0.193], [0.036, 0.038, -0.053], [-0.055, -0.142, 0.049], [-0.015, -0.003, -0.012], [0.020, 0.094, -0.093], [-0.082, 0.034, 0.139], [-0.123, -0.086, 0.131], [0.336, 0.432, -0.019], [-0.075, -0.063, -0.056], [0.002, 0.035, -0.047], [0.147, -0.055, -0.029], [-0.237, -0.143, 0.055], [0.058, -0.032, -0.021], [-0.011, 0.015, 0.331], [-0.124, 0.073, -0.402]], "energy_ha": -6617.83990, "total_charge": 0, "smiles": "C/C(Br)=C(\\Br)[C@H]1C(CC(=O)N(C)C)(CC(=O)N(C)C)CCOS1(=O)=O", "orbital_gap_ev": 9.6}